*w*
Formula: C5H8N2OS
Source: OMol25
Level of theory: ωB97M-V/def2-TZVPD

Atoms and positions in Å:
H1 -1.647 -1.322 1.328
H2 -2.814 2.257 0.240
H3 -2.952 0.604 -0.400
H4 3.782 -1.342 -0.405
C1 3.142 0.629 0.328
C2 0.921 -0.238 -0.108
S1 1.564 1.237 0.476
O1 -1.044 0.946 0.267
C3 -2.226 1.416 -0.306
H5 -2.359 -1.479 -0.209
H6 -0.888 -2.343 0.111
C4 3.005 -0.674 -0.144
H7 -2.071 1.821 -1.310
H8 3.916 1.301 0.633
N1 -0.648 -0.221 -0.356
C5 -1.438 -1.442 0.277
N2 1.756 -1.152 -0.420

## Properties
LUMO level, eV: 0.80
Kohn-Sham gap, eV: 9.3
Highest occupied orbital energy, eV: -8.55
2S+1: 1



*x*
Formula: C5H8N2OS
Source: OMol25
Level of theory: ωB97M-V/def2-TZVPD

Atoms and positions in Å:
H1 1.952 -1.009 -1.618
C1 0.236 1.049 1.224
N1 1.426 -0.567 -0.871
H2 2.317 1.262 1.481
O1 3.447 0.123 -0.015
H3 -0.575 -1.398 -2.775
H4 -1.863 -1.465 -1.606
C2 -0.997 -1.001 -1.892
S1 -0.809 0.767 -2.257
C3 -0.637 0.008 0.468
C4 -0.125 -0.258 -0.918
C5 2.224 0.131 -0.014
H5 -0.623 -0.782 1.196
H6 0.233 2.041 0.680
H7 -1.609 0.388 0.271
H8 -0.209 1.071 2.184
N2 1.633 0.605 1.121

## Properties
LUMO level, eV: 0.63
Kohn-Sham gap, eV: 9.9
Highest occupied orbital energy, eV: -9.23
2S+1: 1



Bottom line: *x*, by a margin of 246.9 kJ/mol.



*w*
Formula: C4H6FN3
Source: OMol25
Level of theory: ωB97M-V/def2-TZVPD

Atoms and positions in Å:
F1 0.937 1.845 -0.390
H1 -1.431 1.663 -0.624
H2 0.575 1.130 1.459
N1 2.084 -0.934 0.336
H3 2.074 -1.988 0.163
H4 -2.903 -0.303 0.849
C1 -1.115 0.809 -0.047
H5 -1.239 -0.799 1.498
H6 0.080 -1.773 -1.351
C2 0.318 0.870 0.406
C3 -1.828 -0.254 0.708
N2 -1.336 -0.580 -0.685
N3 -0.081 -1.316 -0.467
C4 0.916 -0.546 0.138

## Properties
LUMO level, eV: 1.04
Kohn-Sham gap, eV: 10.5
Highest occupied orbital energy, eV: -9.45
2S+1: 1



*x*
Formula: C4H6FN3
Source: OMol25
Level of theory: ωB97M-V/def2-TZVPD

Atoms and positions in Å:
F1 -3.444 0.614 -0.552
H1 0.662 0.674 1.264
H2 1.480 -2.170 0.370
H3 1.253 2.507 0.810
C1 -2.440 -0.091 0.161
N1 1.497 -0.334 -0.842
H4 -0.762 0.217 -1.199
H5 2.221 -0.660 -1.444
N2 1.748 0.995 -0.492
N3 -0.382 -1.221 0.454
C2 -1.208 -0.236 -0.296
C3 1.280 1.437 0.621
C4 0.857 -1.346 -0.041
H6 -2.761 -0.387 1.186

## Properties
LUMO level, eV: 0.21
Kohn-Sham gap, eV: 9.3
Highest occupied orbital energy, eV: -9.07
2S+1: 1



Bottom line: *w*, by a margin of 83.3 kJ/mol.



*w*
Formula: C5H8O2S
Source: OMol25
Level of theory: ωB97M-V/def2-TZVPD

Atoms and positions in Å:
C1 0.305 -0.629 0.162
H1 0.460 1.272 1.254
C2 -1.086 -0.934 0.596
C3 -2.172 -0.609 -0.148
H2 0.689 -1.017 -0.827
O1 5.101 -0.199 -0.217
H3 -1.276 -1.298 1.569
H4 0.890 -1.177 0.830
H5 0.620 1.474 -1.487
C4 2.874 0.947 0.305
H6 -2.147 -0.161 -1.090
H7 -3.238 -0.701 0.081
H8 3.209 2.060 0.272
O2 0.276 1.767 -0.674
C5 0.631 0.850 0.307
S1 3.659 -0.477 0.101

## Properties
LUMO level, eV: 0.05
Kohn-Sham gap, eV: 9.2
Highest occupied orbital energy, eV: -9.11
2S+1: 1



*x*
Formula: C5H8O2S
Source: OMol25
Level of theory: ωB97M-V/def2-TZVPD

Atoms and positions in Å:
C1 -0.617 1.567 -1.706
H1 -0.385 1.357 -2.839
C2 0.378 1.201 -0.671
H2 -1.454 -2.544 1.475
H3 0.258 -3.167 1.250
C3 0.521 -1.263 -0.478
H4 -1.634 0.902 -1.545
H5 -0.302 -2.034 2.514
C4 -0.372 -2.365 1.507
O1 0.049 -1.233 0.712
H6 0.163 2.709 1.012
H7 -0.862 2.545 -1.557
S1 2.009 1.746 -0.591
O2 0.769 -2.103 -1.267
C5 0.682 1.731 0.718
H8 0.795 0.952 1.467

## Properties
LUMO level (alpha / beta), eV: 0.36 / 0.37
Kohn-Sham gap (alpha / beta), eV: 7.7 / 7.9
Highest occupied orbital energy (alpha / beta), eV: -7.31 / -7.53
2S+1: 1



*y*
Formula: C5H8O2S
Source: OMol25
Level of theory: ωB97M-V/def2-TZVPD

Atoms and positions in Å:
H1 1.997 0.347 1.833
H2 1.701 1.766 0.799
H3 3.392 0.929 0.911
C1 2.268 0.740 0.847
H4 -3.012 -1.999 -0.619
O1 1.565 -2.337 -0.578
C2 1.732 -1.195 -0.505
C3 -2.112 -0.039 0.613
H5 -1.079 -0.586 -1.516
C4 1.813 0.116 -0.439
C5 -1.871 0.820 -0.325
S1 -1.984 -1.756 0.307
H6 1.392 0.679 -1.274
H7 -1.966 1.886 -0.123
O2 -1.392 0.388 -1.524
H8 -2.445 0.242 1.593

## Properties
LUMO level, eV: 0.62
Kohn-Sham gap, eV: 9.4
Highest occupied orbital energy, eV: -8.74
2S+1: 1



*z*
Formula: C5H8O2S
Source: OMol25
Level of theory: ωB97M-V/def2-TZVPD

Atoms and positions in Å:
S1 1.949 -1.058 -0.552
O1 -1.148 -1.862 -0.202
O2 -2.931 -0.733 0.471
C1 -1.416 0.463 -0.893
H1 1.535 1.814 0.068
H2 2.391 -2.144 0.137
H3 0.420 -0.825 1.277
C2 -0.357 1.240 -0.666
H4 -2.108 0.768 -1.681
H5 0.290 1.697 1.311
C3 0.699 1.189 0.423
C4 -1.889 -0.733 -0.139
H6 -0.270 2.119 -1.317
H7 -0.358 -1.711 -0.722
C5 1.207 -0.185 0.870
H8 1.987 -0.039 1.618

## Properties
LUMO level, eV: 0.52
Kohn-Sham gap, eV: 10.3
Highest occupied orbital energy, eV: -9.76
2S+1: 1



Bottom line: *z*, by a margin of 206.7 kJ/mol.



*w*
Formula: C7H14N3
Source: OMol25
Level of theory: ωB97M-V/def2-TZVPD

Atoms and positions in Å:
H1 0.841 3.106 0.316
C1 0.367 -0.944 -1.217
H2 0.056 -2.933 -1.445
C2 -0.134 0.367 -0.019
N1 1.023 -0.443 -2.235
H3 -0.562 -2.237 -0.016
C3 -2.467 -0.301 0.763
H4 2.186 2.674 1.320
N2 -1.097 2.286 -1.513
C4 1.141 2.425 1.051
H5 1.336 0.526 -2.331
H6 -3.201 -0.407 1.534
C5 -1.050 0.005 1.190
H7 1.966 0.904 -0.310
H8 0.499 2.522 1.924
H9 -0.938 0.786 1.960
H10 1.391 -1.187 -2.869
H11 -2.765 0.424 0.104
H12 -0.634 -0.862 1.652
C6 1.183 0.962 0.495
H13 1.455 0.274 1.214
H14 -2.447 -1.219 0.183
C7 -0.769 1.344 -0.942
N3 0.024 -2.118 -0.843

## Properties
LUMO level, eV: -3.32
Kohn-Sham gap, eV: 12.0
Highest occupied orbital energy, eV: -15.30
Charge: +1
2S+1: 1



*x*
Formula: C7H14N3
Source: OMol25
Level of theory: ωB97M-V/def2-TZVPD

Atoms and positions in Å:
C1 -0.314 -0.197 -0.204
H1 -0.104 -3.145 -1.038
H2 3.429 1.683 0.423
H3 2.102 2.811 0.008
C2 2.248 -0.471 0.106
H4 -3.184 -0.154 1.069
C3 -0.727 -2.504 -0.484
N1 -1.364 0.477 0.124
H5 -1.454 2.504 0.030
H6 -1.927 -0.574 1.929
H7 -1.093 1.544 -1.597
N2 0.152 -1.431 -0.180
H8 3.340 -0.462 -0.086
C4 -2.206 0.265 1.250
H9 -2.189 1.158 1.824
H10 -1.142 -2.938 0.404
C5 -1.650 1.735 -0.646
C6 2.445 1.833 -0.105
H11 1.957 -2.664 0.017
N3 1.660 0.671 0.248
H12 -1.512 -2.217 -1.106
H13 -2.657 1.781 -0.864
C7 1.449 -1.626 0.043
H14 2.739 1.920 -1.164

## Properties
LUMO level (alpha / beta), eV: -3.91 / -3.91
Kohn-Sham gap (alpha / beta), eV: 8.3 / 8.3
Highest occupied orbital energy (alpha / beta), eV: -12.21 / -12.21
Charge: +1
2S+1: 1



*y*
Formula: C7H14N3
Source: OMol25
Level of theory: ωB97M-V/def2-TZVPD

Atoms and positions in Å:
H1 -2.405 0.551 0.414
H2 -2.125 -1.214 1.185
H3 -0.110 -0.860 -2.254
C1 -1.770 1.350 0.390
H4 -1.769 -0.763 -1.630
C2 -0.664 -1.196 -1.420
H5 -0.613 -1.261 2.079
N1 2.002 1.398 -0.467
N2 1.102 -1.469 0.149
C3 0.627 1.700 0.039
H6 -1.082 -2.492 1.067
H7 1.109 -2.362 -0.408
H8 -0.896 -2.228 -1.565
C4 2.736 0.227 -0.064
C5 -1.088 -1.427 1.175
H9 -1.947 2.062 -0.387
C6 -0.426 0.715 0.079
H10 2.523 2.243 -0.719
H11 0.726 1.872 1.136
H12 3.739 0.431 -0.042
C7 -0.244 -0.787 0.055
H13 -1.935 1.787 1.345
N3 2.314 -0.927 0.111
H14 0.195 2.652 -0.267

## Properties
LUMO level (alpha / beta), eV: -5.81 / -5.81
Kohn-Sham gap (alpha / beta), eV: 6.3 / 6.3
Highest occupied orbital energy (alpha / beta), eV: -12.09 / -12.09
Charge: +1
2S+1: 1



*z*
Formula: C7H14N3
Source: OMol25
Level of theory: ωB97M-V/def2-TZVPD

Atoms and positions in Å:
C1 1.759 0.675 1.358
H1 2.842 0.723 1.256
C2 1.277 -1.693 0.392
H2 2.737 -0.210 -1.141
C3 1.766 0.194 -1.012
H3 1.291 1.712 1.172
H4 -3.601 0.051 -0.299
N1 1.217 -0.240 0.220
H5 -1.212 0.271 -2.596
H6 2.376 -2.011 0.271
H7 -2.516 1.263 -2.102
C4 -2.388 -0.375 1.485
H8 0.953 -1.980 1.373
N2 -1.082 -0.290 1.668
H9 1.350 -0.209 -1.918
C5 -1.553 0.946 -1.803
H10 1.443 0.395 2.344
H11 -3.158 -0.724 2.164
C6 -1.628 0.279 -0.469
H12 0.661 -2.023 -0.389
C7 -0.694 0.129 0.490
H13 -0.910 1.855 -1.610
H14 1.815 1.319 -1.062
N3 -2.744 -0.055 0.208

## Properties
LUMO level, eV: -3.58
Kohn-Sham gap, eV: 9.5
Highest occupied orbital energy, eV: -13.03
Charge: +1
2S+1: 1



Bottom line: *w*, by a margin of 111.9 kJ/mol.



*w*
Formula: C7H14N3
Source: OMol25
Level of theory: ωB97M-V/def2-TZVPD

Atoms and positions in Å:
C1 2.466 1.265 0.279
H1 3.099 1.164 -0.631
C2 -1.168 0.945 -1.050
H2 -3.444 0.064 1.008
H3 1.236 -2.540 0.526
C3 0.705 -2.115 -0.252
H4 -3.472 0.243 -0.669
C4 1.295 0.392 0.174
H5 3.095 0.977 1.130
H6 -3.082 -1.208 -0.116
H7 2.241 2.321 0.426
H8 -1.449 0.682 2.096
C5 1.357 -0.784 -0.679
C6 -3.011 -0.202 0.109
H9 -0.373 -1.892 -0.076
H10 0.642 -2.814 -1.118
N1 -1.669 0.251 0.086
N2 0.421 0.597 1.162
H11 0.834 1.143 2.004
H12 0.779 -0.461 -1.547
C7 -0.898 0.376 1.151
N3 -0.064 1.405 -1.283
H13 2.419 -1.104 -1.004
H14 -1.960 1.296 -1.728

## Properties
LUMO level (alpha / beta), eV: -4.76 / -4.76
Kohn-Sham gap (alpha / beta), eV: 7.8 / 7.8
Highest occupied orbital energy (alpha / beta), eV: -12.51 / -12.51
Charge: +1
2S+1: 1



*x*
Formula: C7H14N3
Source: OMol25
Level of theory: ωB97M-V/def2-TZVPD

Atoms and positions in Å:
C1 -2.862 -0.118 -0.647
H1 0.127 0.781 -1.976
H2 -0.722 -0.970 1.990
C2 2.219 1.097 -0.474
H3 -0.217 -0.982 -1.679
H4 -3.070 0.761 -1.251
C3 -1.235 -1.117 0.957
H5 -0.950 1.732 1.496
C4 3.141 -0.530 0.691
C5 3.387 0.765 0.290
H6 -2.690 -0.920 -1.253
N1 -1.634 1.372 0.828
H7 -2.296 2.125 0.385
H8 -2.114 -1.768 1.061
H9 -0.459 -1.619 0.400
N2 1.982 -0.923 0.114
H10 4.196 1.485 0.576
N3 1.335 0.062 -0.571
H11 1.933 2.097 -0.871
H12 1.588 -1.906 0.026
C6 -1.699 0.111 0.253
H13 -3.832 -0.255 -0.203
H14 3.716 -1.200 1.120
C7 0.155 -0.079 -1.263

## Properties
LUMO level (alpha / beta), eV: -3.46 / -3.46
Kohn-Sham gap (alpha / beta), eV: 7.4 / 7.4
Highest occupied orbital energy (alpha / beta), eV: -10.90 / -10.90
Charge: +1
2S+1: 1



Bottom line: *x*, by a margin of 31.6 kJ/mol.



*w*
Formula: C3H3N2O2
Source: OMol25
Level of theory: ωB97M-V/def2-TZVPD

Atoms and positions in Å:
N1 -0.889 0.013 0.976
C1 -1.140 -0.560 2.078
C2 1.162 -0.678 -0.989
C3 -0.388 0.924 0.227
H1 0.978 -1.389 -0.159
O1 -0.695 2.130 0.188
H2 0.666 1.184 -1.535
H3 -2.103 -1.145 1.972
N2 0.515 0.472 -0.828
O2 1.894 -0.951 -1.930

## Properties
LUMO level, eV: 4.07
Kohn-Sham gap, eV: 6.6
Highest occupied orbital energy, eV: -2.52
Charge: -1
2S+1: 1



*x*
Formula: C3H3N2O2
Source: OMol25
Level of theory: ωB97M-V/def2-TZVPD

Atoms and positions in Å:
C1 0.908 1.030 -0.517
N1 -0.913 -1.571 0.843
O1 -1.160 -2.334 1.824
C2 -0.476 0.937 -0.489
H1 -1.053 1.764 -0.113
N2 -0.923 -0.370 1.179
H2 3.157 1.141 -0.620
C3 2.108 1.131 -0.584
H3 -0.937 0.294 -1.228
O2 -0.712 -2.023 -0.296

## Properties
LUMO level (alpha / beta), eV: 4.06 / 4.01
Kohn-Sham gap (alpha / beta), eV: 7.7 / 7.8
Highest occupied orbital energy (alpha / beta), eV: -3.62 / -3.82
Charge: -1
2S+1: 1



Bottom line: *w*, by a margin of 556.4 kJ/mol.